Formula: C4H8O2Sm
Source: OMol25
Level of theory: wB97M-V/def2-TZVPD

Structure (XYZ):
```
15
C4H8O2Sm wB97M-V/def2-TZVPD
H -0.1098 0.5649 1.6811
C 0.0650 1.1086 -0.4285
H 1.8105 1.0549 -1.7043
H 1.0748 2.1742 -0.3683
C 1.5286 0.9034 -0.6556
H 2.4366 -1.5386 -0.6038
H -1.9976 -0.5494 -0.5251
Sm -4.4434 -2.2011 2.2157
H 2.1308 0.8662 0.2580
H 0.9114 -1.4341 -0.2393
O -2.2900 -0.8987 1.4616
C -0.5362 0.4609 0.6804
H -0.5242 1.0791 -1.3531
C -1.6379 -0.3708 0.5019
O 1.5814 -1.2194 -0.9208
```

The spin multiplicity is 7. As for the total charge: +2. Its HOMO energy (alpha / beta) is -14.523 / -14.536 eV.

Results of the Löwdin charge analysis, in e, for atoms 1 through 6:
1 H 0.133
2 C -0.119
3 H 0.127
4 H 0.238
5 C 0.012
6 H 0.096

=====

Formula: C5H14
Source: OMol25
Level of theory: wB97M-V/def2-TZVPD

Structure (XYZ):
```
19
C5H14 wB97M-V/def2-TZVPD
H -0.0786 -1.8932 0.6998
H 2.1541 1.2358 -0.5308
H -2.4492 -2.0933 0.2483
H 1.6931 0.2899 1.0539
H -1.2693 1.7903 0.3081
C -1.7845 -2.3575 -0.5376
C -0.2381 -2.1819 -0.4000
H 0.5624 2.2264 1.7330
C 1.9411 1.1864 0.5565
H 0.1070 -3.1303 -0.7421
H 0.1174 -1.2910 -0.9885
H -2.2080 -1.7040 -1.2675
H -0.3986 0.6335 -0.4879
H 2.7379 1.3999 1.3178
C 0.7413 2.0582 0.6663
C -0.3693 1.7731 -0.3236
H -1.9853 -3.4828 -0.8350
H -0.3609 2.3583 -1.1835
H 1.0875 3.1823 0.7129
```

The spin multiplicity is 1. Its HOMO energy is -10.325 eV.

Results of the natural (NBO) charge analysis, in e, for atoms 1 through 6:
1 H 0.209
2 H 0.213
3 H 0.206
4 H 0.208
5 H 0.223
6 C -0.616

=====

Formula: CH5NO2
Source: OMol25
Level of theory: wB97M-V/def2-TZVPD

Structure (XYZ):
```
9
CH5NO2 wB97M-V/def2-TZVPD
H 1.5221 1.0352 0.2944
O -0.1401 1.0874 -0.7951
O 1.3756 -0.5534 -1.0314
H -0.1543 -0.3239 0.7546
H 2.1074 -0.9567 -0.5482
N -1.4777 -0.0397 0.6887
C 0.7727 0.4250 -0.2494
H -2.4289 -0.1152 1.0741
H -1.5769 -0.5587 -0.1877
```

The spin multiplicity is 1. Its HOMO energy (alpha / beta) is -9.185 / -9.184 eV.

Results of the natural (NBO) charge analysis, in e, for atoms 1 through 6:
1 H 0.171
2 O -0.441
3 O -0.681
4 H 0.333
5 H 0.478
6 N -0.982

=====

Formula: C30H34BF4MnN5O3S
Source: OMol25
Level of theory: wB97M-V/def2-TZVPD

Structure (XYZ):
```
79
C30H34BF4MnN5O3S wB97M-V/def2-TZVPD
N -3.0899 -3.3639 -1.1279
C 2.0286 4.0874 -0.8004
C 0.6020 7.4543 1.5765
C -2.7930 -3.2955 1.0555
H -1.2709 -1.0387 1.7967
H 3.7109 -1.5325 -1.2881
H -1.9524 -0.6727 -1.1041
C -0.7695 -0.1478 2.1722
B 0.4524 0.7596 -0.6645
O 0.0644 -3.4705 1.6383
H -0.8194 -0.1795 3.2653
H 1.2236 -0.8972 2.2878
H 1.5520 7.6501 1.0751
C 3.7994 -4.8890 -3.6171
C -0.3766 6.7050 0.6590
H -3.3214 -3.4878 5.6038
C 2.4236 -3.7594 -1.9227
C 3.2810 -6.1379 -3.3607
H 0.8118 6.8592 2.4694
C 2.3104 -6.1849 -2.3669
H -4.3980 -3.2369 -3.0787
C -1.7353 0.0228 -1.9207
H 0.7050 -3.7719 4.1035
H -2.0605 7.5408 1.7189
C 2.3214 -0.7523 0.0939
C -3.0682 -3.3758 3.4734
S -0.8822 -3.2840 -2.7531
H 0.2400 -0.6392 -2.4087
H -1.0579 8.5375 -0.3172
C -0.3616 -3.6614 3.9405
C 3.4070 -3.7505 -2.9496
H -2.1545 -0.4139 -2.8305
H -1.5720 5.9429 2.3151
N -2.1930 -3.3039 -0.0750
N -3.4674 -3.5276 -3.3426
F 0.9977 -5.2207 -0.7106
H 2.6293 -1.4367 0.8881
H -1.4862 4.1113 0.8695
H 2.9295 0.1498 0.1716
F 1.7608 -7.3783 -2.0543
H 1.1417 0.8326 1.9712
H 3.5921 -7.0174 -3.9063
Mn -0.0149 -2.6625 -0.2912
H -2.4666 6.0887 0.7931
H 2.0270 6.2100 -0.5101
C -2.5436 -3.3861 -2.3073
H -2.2709 0.9470 -1.6917
C 1.3188 2.9186 -0.6251
H -0.0442 1.0279 -2.8324
N 0.8866 -0.4384 0.2883
H -1.3111 0.7240 1.8139
O 1.6646 1.6721 -0.9399
H 0.1763 8.4157 1.8889
H -0.8744 -3.7625 6.0070
C -1.2471 -3.6506 4.9936
H 3.0101 4.0717 -1.2622
C -2.6248 -3.5045 4.7749
C -0.5072 4.1438 0.4057
H -4.1327 -3.2709 3.2772
C -0.2253 0.2809 -2.0486
C 0.2095 5.3491 0.2400
O -0.4712 1.7288 0.0665
H 0.2829 7.7215 -1.1536
H 2.3020 -0.8178 -2.0575
H -3.1343 -3.1440 -4.2096
C -0.7901 -3.4981 2.5927
C 0.0532 2.9554 -0.0219
C 2.6269 -1.4432 -1.2192
C -2.1973 -3.3790 2.3777
H -3.8833 -3.2937 1.0141
C 1.4607 5.2962 -0.3599
H -1.3476 7.0508 -1.2512
F 3.9609 -2.5805 -3.3597
N 1.9689 -2.7408 -1.1995
C -1.6980 6.5531 1.4160
C 1.9026 -5.0727 -1.6903
C -0.6401 7.5598 -0.5911
F 4.7316 -4.7598 -4.5922
C 0.6876 -0.1350 1.7189
```

The spin multiplicity is 6. As for the total charge: -2. Its HOMO energy (alpha / beta) is -1.731 / -1.887 eV.

Results of the Löwdin charge analysis, in e, for atoms 1 through 6:
1 N -0.045
2 C -0.006
3 C -0.067
4 C -0.113
5 H 0.047
6 H 0.112

=====

Formula: H2KO
Source: OMol25
Level of theory: wB97M-V/def2-TZVPD

Structure (XYZ):
```
4
H2KO wB97M-V/def2-TZVPD
K -2.6628 -1.3844 0.9671
O 0.9133 0.5819 0.0483
H 1.3898 -0.1358 -0.3689
H 0.3597 0.9383 -0.6465
```

The spin multiplicity is 1. As for the total charge: +1. Its HOMO energy is -15.171 eV.

Charge distribution, natural (NBO) scheme, values in e:
1 K 0.999
2 O -0.941
3 H 0.475
4 H 0.467

=====

Formula: C6H12O
Source: OMol25
Level of theory: wB97M-V/def2-TZVPD

Structure (XYZ):
```
19
C6H12O wB97M-V/def2-TZVPD
H -2.1676 -1.6119 -0.2654
C -0.0056 0.4672 0.5096
O 1.8848 -0.1974 1.8603
H 1.2431 -1.2597 0.1963
H -0.2752 1.2085 -1.5137
C -0.6763 0.3996 -0.8931
C -2.7846 -0.6949 -0.3187
C -2.0946 0.6057 -0.5099
C 1.3658 -0.2174 0.5408
H 2.4950 1.5266 -0.0325
H 3.3675 -0.0086 -0.2102
H -3.3798 -0.7530 -1.2492
H 2.1133 0.4377 -1.3913
H -0.6397 -0.0297 1.2593
C 2.3951 0.4774 -0.3336
H 0.0996 1.5091 0.8275
H 1.2512 -0.6461 2.4347
H -3.5253 -0.6775 0.4888
H -0.4359 -0.5768 -1.3568
```

The spin multiplicity is 1. Its HOMO energy is -8.318 eV.

Results of the natural (NBO) charge analysis, in e, for atoms 1 through 6:
1 H 0.184
2 C -0.401
3 O -0.714
4 H 0.152
5 H 0.225
6 C -0.570

=====

Formula: CH2Br2S
Source: OMol25
Level of theory: wB97M-V/def2-TZVPD

Structure (XYZ):
```
6
CH2Br2S wB97M-V/def2-TZVPD
Br -1.6458 0.9501 0.0619
H -0.0695 0.0963 -1.6061
C -0.1165 -0.0327 -0.4402
S 1.4293 0.4791 0.3082
H 0.9511 0.6527 1.6545
Br -0.5486 -2.1454 0.0217
```

The spin multiplicity is 1. Its HOMO energy is -9.754 eV.

Charge distribution, natural (NBO) scheme, values in e:
1 Br 0.114
2 H 0.265
3 C -0.520
4 S 0.071
5 H 0.157
6 Br -0.087

=====

Formula: C5H4NO3
Source: OMol25
Level of theory: wB97M-V/def2-TZVPD

Structure (XYZ):
```
13
C5H4NO3 wB97M-V/def2-TZVPD
H 0.8195 1.8038 -0.9195
O 1.5190 -1.4232 -0.7362
O -2.8558 -0.4031 0.4309
C 1.1278 -0.2317 0.0006
C -1.0253 0.7858 -0.3487
H -1.4767 -2.3252 0.2889
H -1.6905 1.6049 -0.5063
C 0.4666 -1.4516 0.1979
N -1.6235 -0.3357 0.1234
C 0.3342 0.8978 -0.4763
O 2.0135 0.1536 0.9925
C -0.8809 -1.5308 0.0722
H 2.3193 -0.7633 1.0674
```

The spin multiplicity is 1. As for the total charge: -1. Its HOMO energy (alpha / beta) is -2.014 / -1.987 eV.

Results of the natural (NBO) charge analysis, in e, for atoms 1 through 6:
1 H 0.192
2 O -0.539
3 O -0.703
4 C 0.370
5 C 0.011
6 H 0.182

=====

Formula: C2H2N3OS
Source: OMol25
Level of theory: wB97M-V/def2-TZVPD

Structure (XYZ):
```
9
C2H2N3OS wB97M-V/def2-TZVPD
O 0.3193 -1.0244 -1.6339
N 1.1434 0.8674 0.0153
N -1.8219 1.4709 1.5140
H 1.9488 0.2653 0.2000
S -1.3560 -2.2756 0.0038
C -0.3248 -1.2278 -0.6506
C -0.9655 0.8786 1.0089
H 1.0386 0.8710 -1.0101
N 0.0181 0.1747 0.5526
```

The spin multiplicity is 1. As for the total charge: -1. Its HOMO energy is -4.304 eV.

Results of the natural (NBO) charge analysis, in e, for atoms 1 through 6:
1 O -0.630
2 N -0.653
3 N -0.511
4 H 0.337
5 S -0.279
6 C 0.432

=====

Formula: C35H50BaCl5Ge3
Source: OMol25
Level of theory: wB97M-V/def2-TZVPD

Structure (XYZ):
```
94
C35H50BaCl5Ge3 wB97M-V/def2-TZVPD
H -0.0705 2.6127 0.9428
H 3.1808 2.4251 -4.7505
C -1.2577 -0.9693 6.0914
C 4.8248 -3.5574 -2.0216
H 0.3179 -2.6861 0.7307
H -5.1286 1.7421 -4.7090
H -2.7216 -2.1136 3.9490
C -4.7055 0.9899 -5.3776
C -0.1890 -0.6618 6.9321
H -4.0231 -1.1844 0.7173
H -0.0300 2.1550 5.9353
C -1.5260 -1.1260 8.8693
H 0.5062 0.1714 -6.3870
C -3.8753 -0.1762 1.1090
C 2.7837 -2.3727 -2.3986
H 1.8749 -2.4678 2.5832
C -3.4853 0.3268 -4.7535
H 0.5270 -0.5093 8.9460
H 1.6875 -1.0798 -6.7441
H 2.3107 0.1275 -4.6490
Ge -1.2020 -0.9410 1.9673
C 2.5123 0.5802 -5.6239
H -3.7707 -0.1879 -3.8302
C 4.0723 -1.8586 -0.5324
C 1.0759 2.6668 -5.1709
C -0.3163 -0.7447 8.3103
H 3.5340 0.2856 -5.8736
H 2.7942 2.5450 -6.4524
C 3.6842 -3.3480 -2.8067
H -1.7698 2.2768 -1.0406
H -0.9679 4.0125 -2.9053
H 1.6263 4.6386 -2.4860
H -1.3294 -4.0217 2.0552
H 3.1346 -2.6666 3.7910
H 0.3660 2.4542 -5.9734
H -4.4446 1.4867 -6.3136
C 2.9483 -1.5993 -1.2739
H -0.9860 -2.1179 -0.3237
C -2.6048 -1.4209 8.0447
H -1.6329 -1.1867 9.9440
C -2.4730 -1.3429 6.6696
Cl 3.4180 -4.2765 -4.2257
H 1.4270 1.2527 -2.6772
H -0.7812 -0.1498 -4.4203
C 1.5520 -0.0017 -6.6548
H -0.5860 2.3991 3.4905
H 0.7779 3.5695 5.2640
Ge 0.3425 0.0472 3.6350
H -3.0937 -0.4433 -5.4245
H 2.4228 -0.5396 4.9256
C 0.3843 2.0057 3.8034
C 0.7237 2.4814 5.2182
H -4.1876 -0.1794 2.1537
H -5.4857 0.2614 -5.5950
Cl 4.2535 -0.8883 0.9464
H -2.0791 1.8297 -5.3699
H 2.8476 -0.2157 3.2693
C 0.0744 2.9469 -0.0804
H 1.1269 2.3895 3.0947
C 5.0303 -2.8099 -0.8570
H 0.7601 -0.3609 6.5032
C -0.8099 2.7692 -1.0997
H -2.7671 2.1063 -3.7838
C -2.4157 0.2695 0.9804
C -0.2777 3.4204 -2.3047
H -2.1289 0.2742 -0.0789
C -2.3733 1.3236 -4.4432
C 2.1445 -2.2437 3.6197
H -4.5451 0.4898 0.5637
H -2.6293 -3.4822 0.9979
C -0.7458 -2.4230 0.7055
C -1.8701 -1.4846 3.7040
H 1.1124 3.7526 -5.0706
H -3.3266 -1.5580 6.0395
H -1.3350 -4.4911 0.3540
H 2.0525 4.0236 0.0368
C 2.1224 -0.7423 3.8949
C 2.4615 2.1031 -5.5091
H -1.4357 0.2229 -2.8345
C -1.5573 -3.6787 1.0458
H -2.2952 1.2907 1.3484
C 0.9820 4.0415 -1.8577
H 1.6878 2.0915 5.5507
H -3.5540 -1.7065 8.4784
Cl 6.4113 -3.0709 0.1262
Cl 1.2986 -2.1042 -3.3146
C -1.1538 0.6678 -3.7976
C 1.2033 3.7190 -0.5575
Ba 1.2111 -0.0082 -0.2209
H 1.7168 0.4395 -7.6398
H 1.4366 -2.7727 4.2604
Ge 0.3140 1.9284 -3.5307
Cl 5.9724 -4.7454 -2.4829
C -1.0859 -0.8965 4.6303
```

The spin multiplicity is 1. As for the total charge: +1. Its HOMO energy is -10.947 eV.

Results of the Löwdin charge analysis, in e, for atoms 1 through 6:
1 H 0.070
2 H 0.105
3 C -0.241
4 C -0.693
5 H 0.025
6 H 0.074

=====

Formula: C5H16N3S
Source: OMol25
Level of theory: wB97M-V/def2-TZVPD

Structure (XYZ):
```
25
C5H16N3S wB97M-V/def2-TZVPD
C -2.7623 0.3478 -0.6180
H 1.1930 0.1223 2.1821
N 2.1434 -1.0035 -1.6653
H -3.2234 -0.6152 -2.5961
H 1.3436 1.2634 0.4369
H 2.2511 -1.9717 -1.7988
H -1.7746 0.8664 2.6334
H -1.9966 0.7806 -2.5753
C 1.8354 -0.3964 -0.3906
N 1.7571 -1.3042 0.5384
C 1.8297 -0.7462 1.9673
H 2.1328 1.5745 -1.0614
H 1.6447 -1.6918 2.4933
H 2.8095 -0.3003 2.1090
N 1.8610 0.9273 -0.3264
H -3.1289 1.4226 -0.5119
H -1.8126 2.0254 1.3402
H -0.2499 1.4820 1.9776
H -1.5976 -0.8242 -2.0898
H -3.6302 -0.2275 -0.1434
H 1.6346 -2.2311 0.3475
C -2.4907 -0.1263 -1.9946
S -1.2220 -0.0728 0.3585
H 2.7085 -0.4646 -2.2527
C -1.2558 1.1636 1.6400
```

The spin multiplicity is 1. As for the total charge: +1. Its HOMO energy is -11.855 eV.

Results of the natural (NBO) charge analysis, in e, for atoms 1 through 6:
1 C -0.503
2 H 0.214
3 N -0.801
4 H 0.241
5 H 0.420
6 H 0.405

=====

Formula: C2H10N2OP
Source: OMol25
Level of theory: wB97M-V/def2-TZVPD

Structure (XYZ):
```
16
C2H10N2OP wB97M-V/def2-TZVPD
H -0.3003 -0.8622 -1.2818
H 2.8417 -0.6158 -0.3632
O -1.8135 -0.8775 1.3700
H -3.0508 -0.9186 -0.7240
H -1.0625 0.4670 -1.9677
N -0.6770 0.0907 -1.0488
H 0.4298 0.4358 1.5676
P -2.0962 -0.0896 0.0260
H 1.3019 -1.7440 -0.0069
C 1.0544 0.5529 0.5794
N 0.2680 1.0073 -0.6267
H -0.2284 1.9127 -0.3763
H -2.8131 1.1742 0.2464
H 2.3628 -1.1461 1.4326
H 1.8408 1.4225 0.8060
C 1.9425 -0.8093 0.3673
```

The spin multiplicity is 1. As for the total charge: +1. Its HOMO energy is -14.693 eV.

Results of the natural (NBO) charge analysis, in e, for atoms 1 through 6:
1 H 0.479
2 H 0.247
3 O -0.959
4 H 0.005
5 H 0.457
6 N -0.643